Entry 1:
14
Properties=species:S:1:pos:R:3 method="wB97M-V/def2-TZVPD" gap_ev=9.541 relative_energy_kcal_mol=81.95 homo_ha=-0.3141 smiles="NN1C=CCC=N1"
N -2.35002 0.24019 -0.08647
N -1.13558 0.12771 0.48833
C -0.42102 -1.01764 0.10438
C 0.86995 -1.00727 0.01909
C 1.74495 0.21416 0.24391
C 0.82268 1.31867 0.06167
N -0.40454 1.45365 0.01706
H -2.21864 0.01062 -1.05621
H -3.12828 -0.33331 0.41042
H -1.18849 -1.71628 -0.19859
H 1.26728 -1.93014 -0.38966
H 2.23803 0.17944 1.20202
H 2.54963 0.27902 -0.46758
H 1.35406 2.18118 -0.34836

Entry 2:
88
Properties=species:S:1:pos:R:3 method="wB97M-V/def2-TZVPD" gap_ev=5.142 homo_ha=-0.4951 spin_multiplicity=3 charge=+2
Sr 0.46343 0.18383 4.20242
Pd 3.36670 0.18928 -4.16404
S 1.02297 0.23362 -1.16860
O 1.51179 -0.92400 -1.91679
O -0.36411 0.48350 -1.58390
O 1.14979 0.10201 0.26247
O 2.04865 1.12611 -1.67719
C -4.23374 -4.22078 -2.85158
C -3.23796 -3.06917 -2.96027
O -2.21291 -3.37504 -2.12333
H -5.16568 -3.93734 -3.34070
H -4.49245 -4.47119 -1.82277
H -3.79689 -5.11902 -3.28796
H -3.73482 -2.12207 -2.74998
H -2.79066 -3.02686 -3.95336
H -1.64273 -2.60379 -2.16411
C -2.15483 -4.10774 4.43773
C -2.37202 -3.95957 2.94223
O -1.58908 -2.82493 2.53335
H -2.74105 -4.95180 4.80106
H -2.37709 -3.20662 5.00930
H -1.09491 -4.29897 4.60529
H -3.40954 -3.78183 2.65930
H -2.10576 -4.90732 2.47426
H -1.43811 -2.78646 1.58607
C 6.00118 5.12466 1.05780
C 5.99717 4.03587 -0.15022
O 5.33658 2.93040 0.38066
H 6.95939 5.62649 1.19229
H 5.89990 4.66090 2.03902
H 5.15315 5.80786 1.01097
H 6.89606 3.48374 -0.42452
H 5.33954 4.22327 -0.99903
H 4.48374 2.71379 -0.00320
C 0.95629 -7.16692 -1.00630
C 1.64760 -6.12622 -0.12715
O 2.18404 -5.25437 -1.14254
H 0.69391 -8.06513 -0.44728
H 1.58089 -7.52095 -1.82644
H 0.03788 -6.86343 -1.50880
H 2.42284 -6.66648 0.41619
H 1.04764 -5.61080 0.62284
H 1.77964 -4.38509 -1.09352
C -2.76174 6.40580 -1.86178
C -1.96319 5.05267 -1.89668
O -2.84381 3.97162 -1.77695
H -1.99418 7.17970 -1.86509
H -3.54942 6.54587 -1.12147
H -3.30869 6.34474 -2.80263
H -1.30375 5.07101 -1.02898
H -1.36519 4.89114 -2.79358
H -2.35454 3.14829 -1.84288
C -5.39267 0.21389 1.66413
C -4.47039 1.38385 1.98528
O -3.08040 1.06246 1.94747
H -6.40808 0.44733 1.34389
H -5.60564 -0.45172 2.50060
H -4.82965 -0.48362 1.04396
H -4.47868 1.72316 3.02109
H -4.78775 2.22140 1.36407
H -2.77914 0.80114 1.07421
C 1.12542 5.38483 5.10444
C 0.57341 5.06477 3.68206
O 0.87630 3.74875 3.29059
H 0.91678 6.36999 5.52159
H 2.19917 5.20985 5.03703
H 0.89115 4.53955 5.75152
H 1.05713 5.65794 2.90600
H -0.49769 5.25009 3.60149
H 0.70360 3.70333 2.34735
C -1.28841 1.82561 -7.67293
C 0.11090 2.00258 -7.03637
O 0.35869 1.12987 -5.98005
H -1.45533 0.77486 -7.90987
H -1.49399 2.40931 -8.57021
H -1.98865 2.23147 -6.94283
H 0.29254 3.00872 -6.65850
H 0.78773 1.78912 -7.86367
H -0.38702 1.09688 -5.37638
C 4.72239 -4.17552 3.29221
C 3.90831 -2.94795 3.03432
O 3.12105 -2.76145 4.25925
H 5.43687 -4.31214 2.48046
H 4.06534 -5.04389 3.24410
H 5.34636 -4.24999 4.18283
H 3.19832 -3.08839 2.21928
H 4.48563 -2.07710 2.72381
H 3.18451 -3.64123 4.63813

Entry 3:
13
Properties=species:S:1:pos:R:3 method="wB97M-V/def2-TZVPD" gap_ev=8.349 relative_energy_kcal_mol=26.56 homo_ha=-0.2726 smiles=Nc1[nH]ccc1O
N -2.06386 -0.25685 -0.19025
C -0.66878 -0.14399 -0.04927
N 0.08383 -1.17821 -0.55656
C 1.42459 -0.88182 -0.41571
C 1.52625 0.35240 0.15299
C 0.19261 0.81507 0.42052
O -0.17979 2.02370 0.97620
H -2.24930 -0.62573 -1.11999
H -2.52951 0.64146 -0.11557
H -0.27326 -2.12076 -0.52270
H 2.16320 -1.57073 -0.79544
H 2.43737 0.90741 0.32503
H 0.13665 2.03804 1.89076

Entry 4:
101
Properties=species:S:1:pos:R:3 method="wB97M-V/def2-TZVPD" gap_ev="5.485 / 5.922" relative_energy_kcal_mol=73.74 homo_ha="-0.2687 / -0.2692" spin_multiplicity=2
Re -0.33163 -0.12690 -0.35526
C 5.32333 -2.16065 0.20056
C 4.43777 -1.28909 -0.61033
C 4.84818 -0.49697 -1.67314
C 3.69822 0.09127 -2.19232
N 2.65407 -0.37793 -1.49606
N 3.09762 -1.18486 -0.48821
B 1.99503 -1.33600 0.61726
N 2.10175 -0.64088 1.98086
N 1.16088 0.34251 2.04007
C 1.24097 0.94004 3.21635
C 2.25158 0.31474 3.97320
C 2.77124 -0.67362 3.16712
C 3.87800 -1.59742 3.52948
C 0.39696 2.07555 3.56628
C -0.73649 2.37481 2.81043
C -1.52485 3.46509 3.12395
C -1.19449 4.27177 4.20125
C -0.06584 3.98898 4.95232
C 0.72605 2.90110 4.63925
N 1.11172 -2.58656 0.57191
N -0.17179 -2.35920 0.16229
C -0.82352 -3.52981 0.20660
C 0.06551 -4.51841 0.66242
C 1.26586 -3.88784 0.88481
C 2.51761 -4.49790 1.39604
C -2.22918 -3.77018 -0.10532
C -2.72575 -5.07602 -0.14718
C -4.07179 -5.31070 -0.35553
C -4.95300 -4.25488 -0.53299
C -4.46544 -2.95955 -0.53408
C -3.11973 -2.72392 -0.32229
C 3.53161 1.16080 -3.17368
C 4.01561 1.08908 -4.47313
C 3.75507 2.11775 -5.36166
C 3.02485 3.22412 -4.96630
C 2.57662 3.31870 -3.65936
C 2.83694 2.29867 -2.76647
H 6.28143 -2.26748 -0.30407
H 5.51416 -1.73938 1.18423
H 4.88465 -3.14592 0.32784
H 5.85431 -0.33848 -2.00155
H 1.24401 -0.52094 0.13847
H 2.55240 0.53855 4.97648
H 4.25767 -1.31193 4.50749
H 3.54563 -2.63379 3.58155
H 4.69508 -1.53414 2.81567
H -1.00239 1.74395 1.97650
H -2.40051 3.68730 2.52818
H -1.81446 5.11894 4.45506
H 0.19786 4.62572 5.78445
H 1.60914 2.69492 5.22404
H -0.13770 -5.55514 0.82942
H 2.31978 -5.52722 1.68144
H 3.29180 -4.49920 0.63201
H 2.88847 -3.95802 2.26331
H -2.05987 -5.91650 -0.02640
H -4.44467 -6.32431 -0.37180
H -6.00788 -4.44822 -0.67231
H -5.13224 -2.12306 -0.68624
H -2.75216 -1.71640 -0.33248
H 4.57984 0.22822 -4.79829
H 4.11592 2.04830 -6.37644
H 2.80685 4.00731 -5.67523
H 2.01391 4.17631 -3.32399
H 2.48877 2.36338 -1.74653
F 0.95698 0.26085 -3.10826
B 1.16235 -0.50917 -2.01551
F 0.98790 -1.83954 -2.32654
C -4.62801 0.97968 -2.82176
Si -2.79433 0.58747 -2.43227
C -2.42739 -1.10850 -3.23530
C -1.79512 1.99507 -3.25403
N -2.30170 0.38055 -0.74377
C -3.09753 0.58045 0.35432
C -2.77343 -0.01800 1.59360
C -3.60422 0.09553 2.68667
C -4.78213 0.82240 2.60551
C -5.09293 1.46331 1.41744
C -4.26847 1.35344 0.31792
H -4.78425 0.81427 -3.88306
H -4.86449 2.02030 -2.63154
H -5.33464 0.36113 -2.28021
H -2.25298 -0.99746 -4.29858
H -3.24978 -1.80512 -3.10986
H -1.54119 -1.55809 -2.80019
H -2.38725 2.47910 -4.02432
H -0.90125 1.59287 -3.71474
H -1.48934 2.75786 -2.54492
H -1.86482 -0.60425 1.70044
H -3.33328 -0.38819 3.61385
H -5.43620 0.90785 3.45997
H -5.98754 2.06720 1.34663
H -4.51235 1.88372 -0.58212
N -0.00732 1.76343 -0.44210
C 0.24171 2.87904 -0.17752
C 0.56289 4.14855 0.16520
C -0.05297 5.27518 -0.38005
N -0.51670 6.23588 -0.80854
C 1.54851 4.33926 1.13858
N 2.36191 4.49552 1.93513

Entry 5:
94
Properties=species:S:1:pos:R:3 method="wB97M-V/def2-TZVPD" gap_ev="6.906 / 4.717" relative_energy_kcal_mol=1.84 homo_ha="-0.5962 / -0.5968" spin_multiplicity=8 charge=+3
Gd 0.15303 0.92958 -0.38538
P -1.27841 1.59902 2.12764
P -1.48836 2.51615 -2.17400
P 1.11228 3.49156 0.54566
H 4.04508 -1.44659 1.46594
C 4.08916 -0.68566 2.25590
C 3.19204 -0.64942 3.25760
H 2.39010 -1.39481 3.33457
C -2.17477 0.13885 2.76946
C -2.65326 2.81547 2.06731
C -0.41266 2.07174 3.67646
C -0.68347 2.99936 -3.75898
C -2.91067 1.55801 -2.83065
C -2.28603 4.11179 -1.72384
C 2.41575 3.21317 1.81305
C 0.18141 4.89086 1.27698
C 2.06976 4.41998 -0.71172
H 4.89542 0.05447 2.18058
H 3.23195 0.12096 4.03308
H -1.48493 -0.70161 2.91411
H -2.95146 -0.17912 2.06397
H -2.64079 0.39017 3.73277
H -3.25483 2.61724 1.16906
H -2.26630 3.84064 2.01640
H -3.28660 2.70178 2.95818
H 0.49523 1.46013 3.77242
H -1.07417 1.86403 4.52835
H -0.13326 3.13162 3.68264
H -1.45265 3.15974 -4.52833
H -0.00616 2.19138 -4.06959
H -0.09622 3.91780 -3.62074
H -3.17903 1.91227 -3.83602
H -3.77379 1.64965 -2.15976
H -2.63214 0.49644 -2.88621
H -3.01070 4.41875 -2.49214
H -1.51981 4.89218 -1.62194
H -2.80378 4.00184 -0.76180
H 3.12697 4.04827 1.77427
H 2.95054 2.27500 1.60755
H 1.97984 3.14726 2.81723
H 0.82212 5.78351 1.26736
H -0.12868 4.69031 2.30832
H -0.71275 5.09704 0.67509
H 2.52968 5.28563 -0.21444
H 1.40246 4.76984 -1.51078
H 2.84076 3.77653 -1.15748
C 4.06893 0.98469 -2.40903
C 4.85698 0.30818 -1.47146
C 6.23934 0.18857 -1.66774
C 6.84479 0.77639 -2.78957
C 6.05768 1.45694 -3.72810
C 4.67684 1.57089 -3.53033
Se 2.09287 1.13046 -2.23759
H 2.04271 0.31627 -0.82012
H 4.38770 -0.13164 -0.58977
H 6.84641 -0.36047 -0.94769
H 7.92584 0.71215 -2.92479
H 6.51139 1.89720 -4.61708
H 4.06499 2.11419 -4.25348
O -0.43615 -1.07829 -0.10594
As -1.27385 -2.61712 -0.10416
C -2.87935 -2.33164 -1.12818
C -3.81630 -1.38417 -0.69080
C -5.01457 -1.22401 -1.39429
C -5.26981 -1.99506 -2.53617
C -4.31831 -2.92157 -2.97888
C -3.11767 -3.09184 -2.28351
C -0.01540 -3.97333 -0.62505
C -0.45749 -5.30669 -0.65755
C 0.46241 -6.33965 -0.87696
C 1.81935 -6.03644 -1.05385
C 2.25415 -4.70639 -1.02308
C 1.33945 -3.66707 -0.81373
C -1.74081 -3.06315 1.71338
C -3.07997 -3.27874 2.07169
C -3.39458 -3.59251 3.39885
C -2.37762 -3.74241 4.34725
C -1.03755 -3.59172 3.96660
C -0.71278 -3.25589 2.64712
H -3.61068 -0.77801 0.19705
H -5.75334 -0.50590 -1.03374
H -6.21085 -1.87067 -3.07227
H -4.51450 -3.51984 -3.87105
H -2.37150 -3.81894 -2.61641
H -1.51433 -5.54001 -0.50987
H 0.11908 -7.37626 -0.89221
H 2.53902 -6.84264 -1.21395
H 3.31161 -4.47194 -1.16650
H 1.67002 -2.62706 -0.78020
H -3.86762 -3.20547 1.32021
H -4.44060 -3.72411 3.68436
H -2.62781 -3.98351 5.38248
H -0.23946 -3.74136 4.69773
H 0.33344 -3.15322 2.34025

Entry 6:
9
Properties=species:S:1:pos:R:3 method="wB97M-V/def2-TZVPD" gap_ev=9.133 relative_energy_kcal_mol=19.02 homo_ha=-0.3183
C 1.78542 -0.87172 -0.28977
N 1.81797 0.18750 0.45007
N 1.71330 1.04620 1.20448
P -2.84151 0.85669 -0.21628
Cl -2.22521 -1.03863 0.41348
H -2.23678 1.56901 0.79484
H 1.30275 -1.82117 -0.04904
H 2.40461 -1.06967 -1.06800
H -1.72055 1.14179 -1.23977

Entry 7:
72
Properties=species:S:1:pos:R:3 method="wB97M-V/def2-TZVPD" gap_ev=6.813 homo_ha=-0.4596 charge=+1
O 1.22786 0.61838 2.03940
S 1.93457 0.65868 0.73299
O 2.90220 -0.44917 0.67893
F 2.70481 2.10620 0.67502
N 0.74402 0.65580 -0.54830
B -0.67378 0.70722 0.09222
O -1.31548 1.97687 0.10079
O -1.26766 -0.44559 0.61937
H 0.82346 -0.13378 -1.21997
H 0.83422 1.55318 -1.08451
H -0.94826 2.45679 0.87496
H -2.11613 -0.19769 1.03623
C -0.64746 3.05819 -7.11473
C -1.35188 2.22922 -6.05836
O -0.57085 2.14322 -4.85387
C -0.57554 3.23454 -4.08610
O -1.16614 4.25487 -4.29946
O 0.22597 2.99999 -3.02749
C 0.39334 4.12875 -2.16688
H 0.35783 2.67170 -7.29697
H -1.20793 3.04474 -8.05041
H -0.53738 4.09612 -6.79736
H -1.47633 1.20773 -6.42049
H -2.34982 2.61700 -5.83989
H -0.56922 4.52317 -1.83979
H 0.97489 4.90116 -2.67095
H 0.94801 3.79264 -1.28753
C -0.41475 -4.23596 -5.54061
C -1.09292 -5.10717 -4.50075
O -0.29158 -5.22567 -3.31513
C -0.29207 -4.16433 -2.51060
O -0.89963 -3.13576 -2.68119
O 0.52587 -4.42378 -1.47959
C 0.68372 -3.32227 -0.60059
H 0.59081 -4.60591 -5.75262
H -0.99110 -4.22366 -6.46687
H -0.30914 -3.20792 -5.19013
H -1.21362 -6.11680 -4.89513
H -2.09082 -4.73728 -4.25253
H -0.28146 -2.95074 -0.25104
H 1.24624 -2.52627 -1.10064
H 1.25579 -3.66052 0.26261
C -1.73762 8.13266 3.15739
C -2.96787 7.29608 2.86334
O -2.61231 5.95099 2.50565
C -2.24580 5.16408 3.52021
O -2.19556 5.47168 4.67880
O -1.91377 3.96237 3.01387
C -1.40225 3.05095 3.98789
H -1.03995 8.09568 2.31740
H -2.01449 9.17133 3.34328
H -1.20337 7.75966 4.03246
H -3.49660 7.71517 2.00610
H -3.66625 7.29626 3.70363
H -2.08902 2.94125 4.82744
H -0.42338 3.38586 4.33496
H -1.28696 2.07884 3.50571
C 2.69911 -3.31794 4.00402
C 1.46976 -4.15806 3.72129
O 1.83021 -5.49017 3.34488
C 2.21918 -6.28589 4.35117
O 2.27941 -5.98095 5.51257
O 2.55233 -7.47310 3.83340
C 3.08392 -8.39068 4.79024
H 3.38335 -3.34326 3.15219
H 2.42172 -2.28116 4.20593
H 3.25028 -3.69736 4.86520
H 0.92627 -3.72953 2.87626
H 0.78372 -4.17097 4.57207
H 2.40904 -8.51441 5.63776
H 4.06445 -8.05128 5.12724
H 3.19976 -9.35399 4.29567

Entry 8:
15
Properties=species:S:1:pos:R:3 method="wB97M-V/def2-TZVPD" gap_ev="3.494 / 7.004" relative_energy_kcal_mol=23.60 homo_ha="0.0191 / -0.1111" spin_multiplicity=2 charge=-1
C 1.62224 -0.87297 -2.30679
C 1.53887 -1.65034 -0.13939
N 1.82930 -1.96255 -1.32502
H 2.42985 -0.16201 -2.17003
H 1.70850 -1.31991 -3.29269
H 0.65424 -0.38637 -2.16783
H 1.92850 -2.22701 0.70044
H 0.98746 -0.73858 0.12746
O -0.22339 2.03578 0.77460
C -1.44310 1.62196 0.75737
C -2.13069 1.12937 2.00399
H -2.02285 1.44310 -0.16004
H -2.86428 0.32396 1.89570
H -1.33141 0.86366 2.71131
H -2.68323 1.90191 2.59090

Entry 9:
21
Properties=species:S:1:pos:R:3 method="wB97M-V/def2-TZVPD" gap_ev="7.481 / 7.623" homo_ha="-0.6171 / -0.6147" spin_multiplicity=6 charge=+2
O 4.04441 -2.07740 -4.73735
C 3.35540 -1.73722 -3.88549
Sm 0.77739 -0.42024 -0.33333
O 0.52168 -0.47650 -4.01484
C 0.71027 -0.50630 -2.87896
C 2.10915 -0.89648 1.79249
O 2.56283 -1.03788 2.84518
C 2.34865 1.59090 -0.56894
O 2.96557 2.55385 -0.65180
C 0.43391 -2.95798 -0.35611
O 0.18334 -4.08374 -0.35384
H 2.51276 -1.18340 -0.78327
N -2.90115 2.13368 2.99338
N -2.45743 1.39545 1.91172
N -3.29655 1.11178 0.89196
C -2.47939 0.49288 0.03050
N -1.20420 0.42756 0.49039
N -1.20140 1.03602 1.72954
H -2.29443 2.27485 3.79138
H -3.90956 2.26347 3.02117
H -2.78125 0.09672 -0.93379

Entry 10:
59
Properties=species:S:1:pos:R:3 method="wB97M-V/def2-TZVPD" gap_ev=7.962 relative_energy_kcal_mol=48.74 homo_ha=-0.2809 smiles="CCOCCCn1c(SCC(=O)Nc2cc(OC)ccc2OC)nc2ccccc2c1=O"
C 3.67547 2.18783 -1.89486
C 3.47159 2.19321 -0.38831
O 2.08773 2.32024 -0.12718
C 1.75153 2.46359 1.23079
C 1.97535 1.18506 2.05629
C 0.97180 1.04930 3.20480
N -0.36480 0.78933 2.70081
C -0.69580 -0.42730 2.19336
S 0.44000 -1.74549 2.46422
C -0.31675 -3.07319 1.47224
C 0.24872 -3.02331 0.05448
O 0.97653 -3.89281 -0.37210
N -0.13490 -1.90687 -0.60340
C 0.37833 -1.37547 -1.79143
C 1.17756 -2.10972 -2.65410
C 1.69105 -1.51650 -3.80215
O 2.48790 -2.15119 -4.70671
C 2.81752 -3.50021 -4.47227
C 1.38936 -0.18519 -4.07195
C 0.58844 0.54705 -3.21381
C 0.07151 -0.03185 -2.06589
O -0.73185 0.60402 -1.14927
C -0.96530 1.98075 -1.33481
N -1.78003 -0.69690 1.55363
C -2.70801 0.29290 1.38782
C -3.86892 0.03166 0.65344
C -4.81759 1.01703 0.50680
C -4.63782 2.27416 1.08438
C -3.49634 2.54761 1.80284
C -2.51807 1.56265 1.95764
C -1.27568 1.85666 2.65898
O -0.99390 2.92509 3.16188
H 4.73283 2.09329 -2.12481
H 3.13594 1.35457 -2.33764
H 3.29836 3.11235 -2.32365
H 3.85996 1.26092 0.04535
H 4.01095 3.03637 0.07165
H 2.30754 3.30200 1.67607
H 0.69138 2.72422 1.22281
H 2.98196 1.17049 2.47539
H 1.87668 0.32813 1.38597
H 0.91614 1.98090 3.77326
H 1.26466 0.23260 3.86981
H -0.03416 -4.01033 1.94844
H -1.39422 -2.91893 1.49872
H -0.78768 -1.28604 -0.13212
H 1.39242 -3.13220 -2.39814
H 3.45530 -3.79511 -5.30414
H 1.92567 -4.13419 -4.45598
H 3.36475 -3.62334 -3.53281
H 1.79372 0.26803 -4.96248
H 0.38280 1.57807 -3.44904
H -1.49976 2.17161 -2.27065
H -0.02511 2.53840 -1.31720
H -1.59284 2.29065 -0.49989
H -3.99645 -0.94482 0.21364
H -5.71411 0.81610 -0.06090
H -5.39554 3.03307 0.96284
H -3.32512 3.51377 2.25308